(1)
# C25H30N4O4

One molecule with the formula C25H30N4O4 (ωB97M-V/def2-TZVPD, the OMol25 dataset).

Cartesian coordinates (Å):
C (3.029, 1.863, -1.360)
C (2.992, 0.692, -2.337)
C (1.588, 0.177, -2.693)
C (0.701, 1.284, -3.271)
C (1.716, -0.963, -3.711)
N (0.981, -0.343, -1.471)
C (-0.232, -0.892, -1.384)
O (-1.011, -1.070, -2.301)
C (-0.633, -1.279, 0.062)
C (0.328, -2.214, 0.756)
C (0.280, -2.358, 2.140)
C (1.138, -3.234, 2.772)
C (2.046, -3.990, 2.050)
C (2.085, -3.870, 0.666)
O (2.920, -4.562, -0.157)
C (3.825, -5.474, 0.417)
C (1.218, -2.981, 0.029)
N (-0.875, -0.061, 0.840)
C (0.161, 0.635, 1.380)
O (1.334, 0.347, 1.182)
C (-0.189, 1.740, 2.286)
C (0.561, 2.865, 2.586)
C (-0.189, 3.549, 3.549)
N (-1.299, 2.895, 3.835)
N (-1.294, 1.814, 3.073)
C (-2.169, 0.502, 0.723)
C (-3.286, -0.203, 1.164)
C (-4.537, 0.367, 1.034)
C (-4.697, 1.626, 0.480)
C (-3.583, 2.332, 0.035)
O (-3.612, 3.565, -0.526)
C (-4.857, 4.200, -0.701)
C (-2.319, 1.756, 0.156)
H (4.063, 2.119, -1.142)
H (2.547, 2.742, -1.780)
H (2.543, 1.611, -0.420)
H (3.487, 0.986, -3.264)
H (3.558, -0.140, -1.910)
H (-0.251, 0.859, -3.577)
H (1.180, 1.739, -4.133)
H (0.508, 2.051, -2.525)
H (0.734, -1.383, -3.914)
H (2.138, -0.593, -4.641)
H (2.360, -1.749, -3.321)
H (1.503, -0.238, -0.607)
H (-1.603, -1.783, -0.031)
H (-0.422, -1.780, 2.723)
H (1.105, -3.335, 3.847)
H (2.707, -4.663, 2.573)
H (4.379, -5.902, -0.417)
H (3.304, -6.274, 0.953)
H (4.523, -4.975, 1.097)
H (1.262, -2.918, -1.046)
H (1.503, 3.140, 2.162)
H (0.038, 4.474, 4.040)
H (-2.055, 1.155, 3.128)
H (-3.172, -1.182, 1.605)
H (-5.407, -0.174, 1.373)
H (-5.688, 2.041, 0.396)
H (-5.515, 3.620, -1.355)
H (-5.356, 4.376, 0.258)
H (-4.635, 5.157, -1.170)
H (-1.463, 2.304, -0.204)

For the total energy, the calculation gives -1490.64919 Eh. The LUMO energy is 0.71 eV. The gap between HOMO and LUMO is 9.23 eV. The SMILES is CCC(C)(C)NC(=O)[C@@H](c1cccc(OC)c1)N(C(=O)c1ccn[nH]1)c1cccc(OC)c1. As for the total charge: 0.

(2)
# C5H10O

A 3-piece molecular cluster, C5H10O overall at a distorted geometry (ωB97M-V/def2-TZVPD, the OMol25 dataset).

Cartesian coordinates (Å):
C (1.345, -0.830, -0.073)
C (0.501, 0.346, 0.400)
C (0.704, 1.593, -0.507)
O (-0.540, 1.255, -1.150)
C (-0.984, 0.478, 0.012)
C (-1.674, -0.816, -0.064)
H (1.071, -1.777, 0.401)
H (2.399, -0.650, 0.182)
H (1.272, -0.972, -1.158)
H (0.171, -0.117, 1.754)
H (1.534, 1.556, -1.232)
H (0.672, 2.570, -0.009)
H (-1.535, 1.108, 0.734)
H (-1.496, -1.543, -0.861)
H (-2.632, -1.062, 0.393)
H (-0.809, -1.139, 1.180)

For the total energy, the calculation gives -271.54920 Eh. The LUMO energy is 0.64 eV. The gap between HOMO and LUMO is 10.33 eV. As for the total charge: 0.

(3)
# C6H10N2

C6H10N2 as an isolated structure at a distorted geometry (ωB97M-V/def2-TZVPD, the OMol25 dataset).

Cartesian coordinates (Å):
C (2.005, -0.742, 1.009)
C (1.340, 0.586, 0.740)
C (-0.320, -0.064, -1.817)
N (1.644, 1.701, 1.259)
N (0.833, 0.306, -1.904)
H (2.442, 1.633, 1.895)
H (1.091, 0.658, -0.549)
H (-0.944, -0.525, -2.578)
H (1.323, -1.563, 0.776)
H (2.325, -0.844, 2.049)
H (2.865, -0.871, 0.348)
C (-2.686, -0.260, -0.738)
C (-1.260, 0.026, -0.385)
C (-0.686, 0.359, 0.698)
H (-3.011, 0.382, -1.559)
H (-3.348, -0.103, 0.111)
H (-2.786, -1.293, -1.080)
H (-0.827, 0.614, 1.726)

For the total energy, the calculation gives -343.93329 Eh. The LUMO energy is -0.25 eV. The gap between HOMO and LUMO is 8.53 eV. As for the total charge: 0.

(4)
# C22H26ClN2OP2Pr

C22H26ClN2OP2Pr as an isolated structure (ωB97M-V/def2-TZVPD, the OMol25 dataset).

Cartesian coordinates (Å):
Pr (0.338, -0.616, -0.965)
Cl (5.698, 4.760, -0.926)
C (4.698, 3.360, -1.012)
C (5.272, 2.093, -1.027)
C (4.482, 0.956, -1.113)
C (3.104, 1.084, -1.177)
O (2.320, 0.007, -1.285)
C (2.500, 2.363, -1.138)
C (1.082, 2.633, -1.174)
N (0.079, 1.813, -1.071)
C (-1.266, 2.331, -1.089)
C (-1.577, 3.654, -0.895)
C (-2.914, 4.102, -0.914)
C (-3.939, 3.227, -1.113)
C (-3.663, 1.855, -1.303)
C (-4.678, 0.901, -1.532)
C (-4.361, -0.413, -1.729)
C (-3.010, -0.783, -1.682)
N (-2.034, 0.078, -1.472)
C (-2.326, 1.400, -1.297)
C (3.328, 3.499, -1.075)
H (6.349, 2.001, -0.985)
H (4.941, -0.021, -1.152)
H (0.876, 3.692, -1.317)
H (-0.807, 4.384, -0.694)
H (-3.112, 5.154, -0.761)
H (-4.966, 3.566, -1.127)
H (-5.711, 1.226, -1.556)
H (-5.116, -1.162, -1.916)
H (-2.730, -1.823, -1.830)
H (2.893, 4.490, -1.070)
C (1.174, -1.131, 3.351)
P (0.009, -0.762, 2.014)
C (-1.030, 0.601, 2.618)
C (-1.164, -2.178, 1.973)
C (-0.551, -3.522, 1.569)
P (0.357, -3.529, -0.043)
C (2.121, -3.556, 0.435)
C (0.081, -5.193, -0.712)
H (0.645, -1.295, 4.291)
H (1.861, -0.294, 3.474)
H (1.761, -2.019, 3.118)
H (-1.572, 0.315, 3.521)
H (-1.755, 0.897, 1.857)
H (-0.407, 1.466, 2.845)
H (-1.970, -1.898, 1.283)
H (-1.640, -2.270, 2.955)
H (-1.348, -4.264, 1.484)
H (0.119, -3.893, 2.349)
H (2.329, -4.382, 1.118)
H (2.419, -2.625, 0.923)
H (2.741, -3.675, -0.455)
H (0.348, -5.955, 0.020)
H (0.691, -5.333, -1.604)
H (-0.966, -5.318, -0.988)

For the total energy, the calculation gives -2698.20620 Eh. Its spin multiplicity is 3. Its expectation value of S² is 2.003. The LUMO energy (alpha / beta) is -6.38 / -6.35 eV. The gap between HOMO and LUMO (alpha / beta) is 7.14 / 7.17 eV. As for the total charge: +2.